Density functional theory data (ωB97M-V/def2-TZVPD) for 3 unconnected molecules or ions with the total composition C8H24BrN2O2 in a non-equilibrium geometry.

Output
Kohn-Sham gap ... 8.62 eV
Relative energy (zero: lowest compared OMol25 entry of this formula, charge and spin) ... 1.8 kJ/mol
Net charge ... +1
Maximum force ... 1.55 eV/A
HOMO ... -11.01 eV

Last column: Löwdin charge in e.
Atoms and positions in Å:
Br1 5.03652 -20.58994 -8.71579  -0.286
C1 1.87295 -20.93907 -10.70769  -0.064
C2 0.97228 -20.20571 -9.72142  -0.304
C3 0.14697 -21.04686 -8.74706  -0.209
O1 1.05412 -21.76816 -7.95423  -0.185
C4 0.36861 -22.48641 -6.92452  -0.071
N1 1.81972 -19.28795 -8.86184  0.204
H1 2.49499 -19.84776 -8.32013  0.043
H2 2.29768 -18.54353 -9.37084  0.163
H3 1.19547 -18.78271 -8.22804  0.166
H4 2.60134 -21.60722 -10.25338  0.035
H5 2.43241 -20.23571 -11.32360  0.086
H6 1.18960 -21.51838 -11.33101  0.094
H7 0.29163 -19.63047 -10.34944  0.153
H8 -0.48373 -21.76675 -9.28218  0.141
H9 -0.51527 -20.35612 -8.20747  0.136
H10 0.01398 -21.92700 -6.05429  0.095
H11 1.12328 -23.15724 -6.51490  0.097
H12 -0.46796 -23.03636 -7.35861  0.093
C5 7.83166 -23.24245 -9.15886  -0.042
C6 7.45158 -22.93476 -10.59197  -0.307
C7 8.19783 -23.69694 -11.65098  -0.201
O2 7.62640 -23.35665 -12.88589  -0.202
C8 8.26388 -23.87760 -14.03658  -0.075
N2 5.93974 -23.17575 -10.80806  0.187
H13 5.58417 -24.12379 -10.69145  0.169
H14 5.41812 -22.45169 -10.29448  -0.019
H15 5.75705 -22.96881 -11.79715  0.149
H16 8.82018 -22.84341 -8.93454  0.099
H17 7.82700 -24.31694 -8.96875  0.091
H18 7.16542 -22.77605 -8.43258  0.046
H19 7.40053 -21.85962 -10.76683  0.145
H20 8.14896 -24.78534 -11.50929  0.143
H21 9.26484 -23.45055 -11.59495  0.146
H22 9.34528 -23.78166 -13.93148  0.095
H23 7.88537 -23.34776 -14.90744  0.095
H24 8.01780 -24.92515 -14.24126  0.094

***

Density functional theory data (ωB97M-V/def2-TZVPD) for a molecular structure, C8H24F2O8Sr in a non-equilibrium geometry.

Output
Kohn-Sham gap ... 4.97 eV
Relative energy (zero: lowest compared OMol25 entry of this formula, charge and spin) ... 895.4 kJ/mol
Maximum force ... 2.56 eV/A
HOMO ... -6.63 eV

Last column: Löwdin charge in e.
Atoms and positions in Å:
Sr1 1.17620 -1.06603 0.72781  1.620
F1 4.37280 -3.36849 0.60536  -0.860
F2 2.53404 -2.26694 4.20448  -0.855
C1 1.66998 -2.89314 -3.67309  -0.184
C2 2.13935 -1.47683 -4.02488  -0.237
O1 2.75238 -0.91022 -2.87804  -0.096
O2 0.46396 -2.63540 -2.88898  -0.105
H1 2.32333 -3.48584 -3.03281  0.127
H2 1.55393 -3.50559 -4.56727  0.116
H3 1.30651 -0.81008 -4.24837  0.119
H4 2.93066 -1.43504 -4.77333  0.121
H5 3.68433 -1.00229 -3.08921  0.090
H6 -0.33829 -2.96798 -3.29811  0.081
C3 -0.24573 2.00335 3.97050  -0.221
C4 1.26742 2.06196 4.29650  -0.203
O3 2.12402 1.68664 3.15592  -0.107
O4 -0.66643 0.64967 3.77426  -0.096
H7 -0.44499 2.62247 3.09580  0.120
H8 -0.75089 2.33023 4.87937  0.117
H9 1.56392 1.40054 5.11057  0.123
H10 1.45419 3.05402 4.70764  0.109
H11 3.03229 1.58209 3.44871  0.086
H12 -0.42071 0.12848 4.54210  0.092
C5 -2.79578 -3.90626 1.31431  -0.254
C6 -3.69526 -2.72212 1.35419  -0.229
O5 -3.09253 -1.75163 0.49946  -0.092
O6 -1.44063 -3.70677 1.71260  -0.069
H13 -2.79736 -4.37747 0.33143  0.120
H14 -3.25696 -4.69434 1.90956  0.123
H15 -3.72630 -2.26596 2.34367  0.125
H16 -4.67924 -2.88541 0.91461  0.129
H17 -3.78096 -1.12729 0.25890  0.081
H18 -1.00854 -4.43428 2.16605  0.101
C7 0.50419 3.71193 -1.93666  -0.255
C8 -0.35942 4.64762 -2.81618  -0.218
O7 -1.71403 4.69225 -2.33855  -0.067
O8 -0.34910 2.65114 -1.67123  -0.068
H19 0.60810 4.33626 -1.04923  0.106
H20 1.53114 3.42532 -2.16322  0.127
H21 -0.19087 4.35811 -3.85342  0.120
H22 -0.01962 5.66388 -2.61654  0.119
H23 -2.05533 5.54159 -2.62793  0.104
H24 -1.16379 3.14787 -1.77675  0.045

***

Density functional theory data (ωB97M-V/def2-TZVPD) for 5 unconnected molecules or ions with the total composition C8H24FO4 in a non-equilibrium geometry.

Output
Kohn-Sham gap ... 7.46 eV
Relative energy (zero: lowest compared OMol25 entry of this formula, charge and spin) ... 285.9 kJ/mol
Net charge ... -1
Maximum force ... 2.76 eV/A
HOMO ... -4.28 eV

Last column: Löwdin charge in e.
Atoms and positions in Å:
F1 -5.02669 -12.09939 20.83284  -0.864
C1 -3.73028 -9.86053 26.27196  -0.104
C2 -5.07830 -10.47157 25.85716  -0.334
O1 -4.91884 -11.57770 25.01094  -0.069
H1 -3.02635 -9.77979 25.44368  0.067
H2 -3.23779 -10.39815 27.08221  0.064
H3 -3.88804 -8.79508 26.43940  0.059
H4 -5.68187 -9.64469 25.48289  0.107
H5 -5.46013 -10.91766 26.77547  0.102
H6 -4.87399 -11.32243 24.08659  0.086
C3 -1.89292 -12.49888 15.64813  -0.105
C4 -1.93435 -11.74679 16.99880  -0.251
O2 -3.37165 -11.33348 17.16784  -0.111
H7 -2.24016 -11.95939 14.76695  0.065
H8 -2.48186 -13.41513 15.68985  0.067
H9 -0.86158 -12.83262 15.53385  0.058
H10 -1.24194 -10.90508 16.98521  0.092
H11 -1.65638 -12.39293 17.83146  0.102
H12 -3.50239 -11.28500 18.11766  0.058
C5 0.08685 -13.84648 21.40091  -0.110
C6 -1.05903 -14.73241 21.89367  -0.331
O3 -2.14906 -14.57422 21.02227  -0.072
H13 0.40183 -14.06500 20.38054  0.064
H14 0.99703 -13.90941 21.99733  0.057
H15 -0.11904 -12.77611 21.39742  0.068
H16 -1.27681 -14.41452 22.91329  0.105
H17 -0.74229 -15.77519 21.91327  0.104
H18 -2.56055 -13.72771 21.21121  0.075
C7 -6.90527 -6.91953 18.67036  -0.117
C8 -6.64211 -8.30127 19.15800  -0.302
O4 -5.76979 -8.34763 20.33309  -0.104
H19 -6.02110 -6.50620 18.18507  0.067
H20 -7.33438 -6.14100 19.30111  0.071
H21 -7.49688 -6.98761 17.75741  0.067
H22 -6.15592 -8.88485 18.37623  0.112
H23 -7.58328 -8.75249 19.47215  0.107
H24 -5.65513 -9.27416 20.55668  0.053

***

Density functional theory data (ωB97M-V/def2-TZVPD) for 5 unconnected molecules or ions with the total composition C8H24IO8 in a non-equilibrium geometry.

Output
Kohn-Sham gap ... 8.14 eV
Relative energy (zero: lowest compared OMol25 entry of this formula, charge and spin) ... 138.7 kJ/mol
Net charge ... -1
Maximum force ... 5.31 eV/A
HOMO ... -5.29 eV

Last column: Löwdin charge in e.
Atoms and positions in Å:
I1 17.59510 2.64245 -1.00355  0.162
C1 21.94804 4.62408 -3.95600  -0.260
C2 20.84592 3.88155 -3.13568  -0.275
O1 20.41832 4.68893 -2.07818  -0.105
O2 23.16065 4.67625 -3.25124  -0.063
H1 21.57770 5.62147 -4.19301  0.109
H2 22.07630 4.18784 -4.94662  0.104
H3 21.12636 2.85233 -2.91175  0.113
H4 20.04145 3.70787 -3.85036  0.103
H5 19.74596 4.26142 -1.54268  -0.075
H6 23.68650 5.36875 -3.65809  0.076
C3 14.57240 4.67513 1.92758  -0.354
C4 14.26124 4.42054 3.36124  -0.238
O3 12.85267 4.51731 3.50998  -0.074
O4 14.46499 3.59107 1.19690  -0.056
H7 15.61919 4.97588 1.88411  0.124
H8 13.96634 5.38887 1.36957  0.127
H9 14.63588 5.15722 4.07190  0.111
H10 14.67880 3.44188 3.59781  0.125
H11 12.59284 4.13216 4.35007  0.074
H12 15.25184 3.50967 0.65299  -0.008
C5 15.52458 -1.06100 -0.49428  -0.270
C6 16.97119 -1.06750 0.00566  -0.269
O5 17.17466 -0.07551 1.01978  -0.146
O6 15.38774 -2.06263 -1.46442  -0.071
H13 15.45311 -0.10695 -1.01656  0.093
H14 14.80846 -0.99542 0.32485  0.122
H15 17.66158 -0.84763 -0.80866  0.093
H16 17.25923 -2.04883 0.38263  0.111
H17 17.36728 0.72901 0.53269  -0.149
H18 14.45990 -2.24092 -1.63452  0.084
C7 16.96868 -0.01047 -3.92952  -0.321
C8 16.21677 -0.90269 -4.86881  -0.238
O7 16.52885 -0.65365 -6.24196  -0.078
O8 16.56967 1.28156 -4.12859  -0.101
H19 18.04818 -0.11913 -4.03429  0.120
H20 16.86531 -0.31357 -2.88763  0.079
H21 15.14699 -0.78286 -4.69757  0.115
H22 16.49210 -1.94239 -4.69186  0.119
H23 16.33826 0.24154 -6.53165  0.075
H24 16.85865 1.84136 -3.40421  -0.088

***

Density functional theory data (ωB97M-V/def2-TZVPD) for a molecular structure, C8H24N2O3Si2 in a non-equilibrium geometry.

Output
Kohn-Sham gap ... 9.07 eV
Maximum force ... 3.39 eV/A
HOMO ... -8.35 eV

Last column: Löwdin charge in e.
Atoms and positions in Å:
C1 0.55019 -3.77784 0.96102  -0.069
C2 -0.28540 -3.19803 -0.22563  -0.326
O1 -1.51274 -2.70469 0.30606  -0.196
Si1 -1.64183 -1.01979 0.23149  0.404
O2 -3.23004 -0.65514 0.76492  -0.199
C3 -3.91524 0.21731 -0.13372  -0.332
C4 -4.49489 1.38840 0.72856  -0.076
O3 -0.59840 -0.20888 1.33067  -0.282
Si2 0.73069 0.47463 0.47606  0.545
C5 2.40480 0.28705 1.36124  -0.252
C6 3.47242 0.05470 0.23202  -0.364
N1 4.85814 0.11150 0.73537  -0.016
C7 0.49602 2.32287 0.04241  -0.293
N2 -0.37661 2.58128 -1.11610  -0.174
C8 0.27335 2.34201 -2.40517  -0.154
H1 0.53859 -3.01056 1.75790  0.072
H2 1.58134 -4.03497 0.66587  0.075
H3 0.02013 -4.67148 1.33192  0.077
H4 -0.47999 -4.03585 -0.92330  0.116
H5 0.30160 -2.45343 -0.79472  0.076
H6 -1.45677 -0.53733 -1.13326  0.045
H7 -4.78566 -0.29473 -0.58215  0.114
H8 -3.27255 0.62370 -0.93703  0.073
H9 -4.89261 2.21174 0.11286  0.072
H10 -5.27973 0.95094 1.36590  0.076
H11 -3.68392 1.79239 1.35568  0.073
H12 0.85553 -0.24403 -0.80993  0.007
H13 2.42564 -0.50116 2.12963  0.074
H14 2.66648 1.27004 1.80664  0.075
H15 3.29346 0.80234 -0.57297  0.093
H16 3.26843 -0.93127 -0.22402  0.098
H17 5.24819 0.99285 0.41528  0.060
H18 5.40797 -0.58269 0.23909  0.058
H19 -0.01073 2.77777 0.92451  0.088
H20 1.49856 2.76934 -0.07072  0.082
H21 -1.26782 2.11839 -1.03885  0.064
H22 0.56908 3.27766 -2.91304  0.074
H23 -0.45030 1.79492 -3.04331  0.082
H24 1.17459 1.70006 -2.35114  0.060

***

Density functional theory data (ωB97M-V/def2-TZVPD) for a single C8H24N2Si2 molecule in a non-equilibrium geometry.

Output
Kohn-Sham gap ... 9.11 eV
Relative energy (zero: lowest compared OMol25 entry of this formula, charge and spin) ... 116.9 kJ/mol
Maximum force ... 3.73 eV/A
HOMO ... -8.31 eV

Last column: Löwdin charge in e.
Atoms and positions in Å:
N1 0.23485 -0.63404 -1.13464  -0.139
N2 -2.18595 1.04816 -0.34144  -0.122
C1 -0.90519 -1.13906 -0.27396  -0.267
C2 -2.22359 -0.40195 -0.58861  -0.301
C3 2.51600 -1.98660 0.55525  -0.163
C4 1.52366 -3.00895 -2.03910  -0.191
C5 3.04510 -0.30538 -1.94753  -0.174
C6 -1.88663 0.80849 2.71689  -0.183
C7 0.42438 2.08741 0.64372  -0.173
C8 -2.13046 3.41232 1.52488  -0.189
Si1 1.83397 -1.46640 -1.03943  0.427
Si2 -1.29830 1.71981 1.14554  0.496
H1 -0.04989 -0.32175 -2.07420  0.088
H2 -3.02895 1.47774 -0.71743  0.062
H3 -0.60004 -0.98653 0.77165  0.084
H4 -1.07207 -2.21110 -0.50493  0.102
H5 -2.51536 -0.64714 -1.64428  0.117
H6 -2.96615 -0.86504 0.09273  0.098
H7 2.63078 -3.06462 0.61349  0.041
H8 1.88225 -1.68632 1.34328  0.007
H9 3.46762 -1.45543 0.68583  0.043
H10 1.32977 -2.73070 -3.04219  0.004
H11 0.62051 -3.58193 -1.72459  0.040
H12 2.40539 -3.65435 -2.06505  0.029
H13 2.73133 -0.18229 -2.98448  0.021
H14 2.95960 0.69807 -1.48113  0.027
H15 4.10396 -0.57681 -1.82647  0.028
H16 -2.56509 1.47148 3.26391  0.015
H17 -2.46960 -0.11439 2.65594  0.024
H18 -1.01747 0.70220 3.36358  0.019
H19 0.75054 1.11796 0.34044  -0.029
H20 1.15951 2.64625 1.22162  0.039
H21 0.12185 2.76294 -0.19916  0.056
H22 -3.14223 3.41541 1.00358  0.046
H23 -2.23589 3.48593 2.59013  -0.002
H24 -1.44823 4.16661 1.09617  0.019

***

Density functional theory data (ωB97M-V/def2-TZVPD) for 4 unconnected molecules or ions with the total composition C8H24O4 in a non-equilibrium geometry.

Output
Kohn-Sham gap ... 10.40 eV
Relative energy (zero: lowest compared OMol25 entry of this formula, charge and spin) ... 520.3 kJ/mol
Maximum force ... 10.36 eV/A
HOMO ... -9.88 eV

Last column: Löwdin charge in e.
Atoms and positions in Å:
C1 0.64314 -2.46208 -1.21203  -0.036
C2 -0.41286 -1.74908 -2.08803  -0.226
O1 -0.82886 -0.61408 -1.23803  -0.133
H1 1.10014 -3.26008 -1.65003  0.032
H2 0.16914 -2.95108 -0.40703  0.066
H3 1.49314 -1.76408 -1.15603  0.088
H4 -1.26886 -2.28708 -2.31303  0.085
H5 -0.23586 -1.38708 -3.01503  0.072
H6 -1.58286 -0.20808 -1.76903  0.114
C3 1.96714 1.56492 -0.04503  -0.081
C4 1.57614 0.74292 1.26497  -0.219
O2 0.12814 0.79092 1.16197  -0.073
H7 1.53814 2.57792 -0.51403  0.105
H8 1.86114 0.89092 -0.94503  0.064
H9 3.02414 1.75992 0.08897  0.044
H10 1.95914 1.20292 2.09997  0.071
H11 1.98514 -0.34008 1.35097  0.141
H12 -0.08586 0.43492 0.38297  -0.048
C5 -0.42486 -2.89208 3.41597  -0.067
C6 -0.90586 -1.62008 3.89097  -0.330
O3 0.08114 -0.65208 3.79797  -0.016
H13 -0.26886 -2.83008 2.48697  0.014
H14 -1.00386 -3.54408 3.68097  -0.004
H15 0.44114 -3.13408 3.99797  0.110
H16 -1.28386 -1.75908 4.85697  0.087
H17 -1.97086 -1.26008 3.29197  0.182
H18 0.02914 -0.34308 2.96797  -0.030
C7 -1.00686 2.96892 -1.45303  -0.073
C8 -0.53386 2.85392 -2.88403  -0.310
O4 -1.56686 2.43792 -3.80403  -0.152
H19 -1.32886 1.98392 -1.16403  0.054
H20 -1.88586 3.63892 -1.25803  0.109
H21 -0.34686 3.22492 -0.77203  -0.008
H22 0.22914 2.01992 -3.02403  0.120
H23 -0.18186 3.79592 -3.32203  0.106
H24 -1.10086 2.16792 -4.70403  0.141

***

Density functional theory data (ωB97M-V/def2-TZVPD) for 4 unconnected molecules or ions with the total composition C8H24O4 in a non-equilibrium geometry.

Output
Spin multiplicity ... 2
Kohn-Sham gap (alpha / beta) ... 9.78 / 3.29 eV
Relative energy (zero: lowest compared OMol25 entry of this formula, charge and spin) ... 89.2 kJ/mol
Net charge ... +1
Maximum force ... 2.93 eV/A
⟨S²⟩ ... 0.75
HOMO (alpha / beta) ... -12.30 / -12.30 eV

Last column: Löwdin charge in e.
Atoms and positions in Å:
C1 -23.24190 -9.45018 9.39867  -0.020
C2 -23.63471 -10.62719 10.24127  -0.333
C3 -25.19066 -10.64385 10.44739  0.030
O1 -23.40698 -11.85126 9.56089  0.273
H1 -22.21913 -9.37075 9.03025  0.107
H2 -23.49909 -8.53555 9.93290  0.105
H3 -23.93261 -9.39418 8.55732  0.106
H4 -23.11428 -10.66812 11.19813  0.193
H5 -25.84302 -11.02810 9.66325  0.105
H6 -25.47660 -9.61161 10.64944  0.117
H7 -25.47947 -11.32427 11.24847  0.089
H8 -23.86908 -12.57324 9.99311  0.081
C4 -29.28257 -13.40945 9.13431  -0.039
C5 -29.16420 -13.80478 10.64149  -0.497
C6 -28.11478 -13.00122 11.45754  -0.038
O2 -30.39054 -13.56839 11.20398  -0.047
H9 -29.74518 -12.42456 9.07036  0.082
H10 -29.97238 -14.02692 8.55899  0.077
H11 -28.35132 -13.39257 8.56810  0.055
H12 -29.00079 -14.86277 10.84655  0.128
H13 -28.39496 -11.94872 11.41459  0.081
H14 -27.13640 -13.11156 10.98988  0.031
H15 -28.03066 -13.28940 12.50538  0.086
H16 -31.14427 -13.79906 10.65600  0.100
C7 -22.78087 -17.04212 11.59169  -0.158
O3 -23.56956 -16.05365 12.12703  -0.120
H17 -23.46807 -17.74509 11.12086  0.087
H18 -22.12606 -16.71446 10.78425  0.090
H19 -22.18951 -17.53841 12.36117  0.092
H20 -24.13342 -16.40121 12.82191  0.112
C8 -25.35536 -14.62670 9.44598  -0.115
O4 -24.74041 -14.10406 10.62382  -0.152
H21 -25.89843 -13.81139 8.96801  0.069
H22 -24.73413 -15.19153 8.75090  0.094
H23 -26.09369 -15.33259 9.82638  0.090
H24 -24.17083 -14.77541 11.00652  0.037

***

> Among the records above, which one has the highest maximum force?

number 7

***

> Among the records above, which one has the lowest maximum force?

C8H24BrN2O2